(1)
The following is a DFT calculation (ωB97M-V/def2-TZVPD) of an isolated molecule of C20H22N2 at a distorted geometry.

Results
E   -24077.231 eV
Gap between HOMO and LUMO   7.97 eV
SMILES   CCn1c2ccccc2c2ccc3c(c21)C(C)=CC(C)(C)N3
LUMO   0.82 eV
ΔE to the lowest compared entry with this formula, charge and spin   0.2070 eV

```
44
Properties=species:S:1:pos:R:3:forces:R:3
C 3.07571 -0.65274 -1.51633 0.54 0.09 -0.41
C 1.93446 0.32712 -1.72386 0.16 0.82 -0.28
N 1.49499 0.94603 -0.46964 -0.76 0.13 -0.93
C 2.39233 1.62522 0.36578 0.48 0.12 -0.43
C 3.62863 2.25295 0.13245 0.62 -0.07 0.37
C 4.34950 2.81486 1.20323 -1.23 0.04 0.50
C 3.74390 2.85037 2.51707 -0.57 -0.96 -1.66
C 2.49941 2.23565 2.73262 1.14 0.64 -0.27
C 1.86167 1.64573 1.62611 -0.16 0.51 2.39
C 0.57875 1.03004 1.59566 -0.18 -0.17 0.00
C -0.26360 0.76112 2.66347 -1.33 -0.22 0.16
C -1.45408 0.06072 2.40565 1.22 0.44 -0.02
C -1.78841 -0.30639 1.09575 -0.12 -0.22 -0.40
C -0.96736 0.08749 0.00653 0.32 -0.26 -1.73
C 0.30745 0.66149 0.24878 0.25 -0.11 1.77
C -1.54142 -0.14082 -1.35494 -2.26 -1.75 -0.17
C -1.33755 0.75440 -2.56214 0.67 -0.02 0.11
C -2.53209 -1.09826 -1.49572 2.46 2.19 -0.61
C -3.02320 -1.89356 -0.37485 0.94 -1.91 1.24
C -2.13937 -3.20378 -0.15807 -0.52 0.55 -0.40
C -4.42565 -2.35827 -0.71027 -0.79 0.35 1.45
N -2.96959 -1.02015 0.80706 -0.25 0.09 0.50
H 4.00610 -0.14473 -1.25334 -0.10 -0.04 0.16
H 2.82626 -1.36029 -0.72557 0.03 -0.09 -0.10
H 3.28307 -1.17993 -2.46402 -0.20 0.04 0.42
H 2.22184 1.13524 -2.45775 -0.31 -0.79 0.62
H 1.11538 -0.23960 -2.14316 -0.35 0.17 -0.02
H 4.06811 2.30925 -0.85320 -0.02 -0.15 -0.13
H 5.33676 3.26793 0.98657 -0.82 -0.26 0.34
H 4.18515 3.35183 3.34175 0.68 0.30 0.44
H 2.07738 2.25544 3.76164 0.12 -0.09 -1.05
H -0.06147 1.10094 3.70935 0.04 -0.40 -1.14
H -2.05666 -0.21851 3.24214 -0.54 -0.18 0.25
H -2.25057 0.78652 -3.16684 0.23 -0.01 0.20
H -0.52272 0.40300 -3.21121 -0.18 0.15 0.12
H -1.08818 1.76938 -2.25026 0.00 0.04 -0.04
H -2.97234 -1.26699 -2.47736 -0.02 0.16 0.16
H -2.24973 -3.82875 -1.04983 0.10 -0.02 0.11
H -2.40701 -3.80442 0.71916 -0.35 0.27 -0.09
H -1.09660 -2.95156 -0.04734 0.41 0.24 -0.04
H -5.05399 -1.47002 -0.79722 -0.17 -0.11 -0.24
H -4.44518 -2.93849 -1.62238 0.07 -0.04 -0.21
H -4.85896 -2.97621 0.10381 0.27 0.21 -0.39
H -3.48109 -1.37928 1.62077 0.52 0.31 -0.51
```
Forces are in eV/Å.

Mulliken atomic charges, in units of e: C -1.354; C -0.467; N 0.244; C -0.206; C -0.434; C -0.670; C -0.693; C -0.531; C 0.665; C 1.315; C -0.787; C -1.197; C -0.056; C 0.965; C -0.256; C 0.682; C -1.654; C -1.623; C 1.876; C -1.605; C -1.939; N -0.202; H 0.367; H 0.323; H 0.412; H 0.338; H 0.244; H 0.440; H 0.343; H 0.426; H 0.277; H 0.271; H 0.392; H 0.505; H 0.265; H 0.333; H 0.313; H 0.413; H 0.352; H 0.349; H 0.439; H 0.385; H 0.432; H 0.309

***

(2)
The following is a DFT calculation (ωB97M-V/def2-TZVPD) of an isolated molecule of C20H22N2OS.

Results
E   -36960.452 eV
Gap between HOMO and LUMO   8.53 eV
SMILES   O=C(CN1CCCCCC1)N1c2ccccc2Sc2ccccc21
LUMO   0.75 eV
ΔE to the lowest compared entry with this formula, charge and spin   0.0062 eV

```
46
Properties=species:S:1:pos:R:3:forces:R:3
O -0.86332 -2.66293 1.27245 0.05 -0.09 0.02
C -0.29478 -1.59817 1.17531 0.44 -0.36 0.12
C 1.21733 -1.46846 1.33749 0.17 -0.07 -0.12
N 1.76232 -0.58325 0.33641 0.25 -0.45 0.02
C 1.69484 -1.17821 -0.98883 -0.21 0.00 -0.24
C 2.46560 -0.40269 -2.05214 -0.09 -0.10 0.13
C 4.00577 -0.47602 -1.94877 0.10 -0.15 0.01
C 4.53610 -1.36964 -0.82698 0.08 0.11 -0.05
C 4.28091 -0.80631 0.57719 -0.24 0.05 -0.04
C 3.01310 0.05294 0.68139 0.25 -0.03 0.14
N -0.94752 -0.43913 0.85131 -0.34 0.29 -0.32
C -2.24878 -0.49303 0.29138 -0.47 -0.14 -0.13
C -3.26908 -1.20345 0.90698 -0.03 0.03 0.02
C -4.51569 -1.28205 0.31049 0.02 0.01 0.04
C -4.75823 -0.63799 -0.89111 -0.03 -0.02 -0.09
C -3.75458 0.09464 -1.49826 0.02 -0.04 0.04
C -2.50144 0.16471 -0.91038 0.25 0.13 -0.01
S -1.21800 1.09372 -1.70876 0.05 -0.18 0.18
C -0.38913 1.65656 -0.24974 -0.23 -0.14 -0.10
C 0.19337 2.91378 -0.22968 -0.02 -0.13 0.03
C 0.78630 3.37949 0.92898 0.13 0.06 0.02
C 0.75743 2.60587 2.07832 0.06 0.02 0.02
C 0.17726 1.35145 2.05869 -0.15 -0.02 -0.12
C -0.34879 0.83942 0.87777 0.06 0.76 0.27
H 1.61788 -2.49583 1.28192 -0.14 0.14 0.07
H 1.43975 -1.07781 2.33266 0.01 -0.02 0.01
H 2.02941 -2.22779 -0.97374 -0.01 0.02 0.00
H 0.63824 -1.19642 -1.28222 0.09 -0.08 -0.04
H 2.15436 -0.80633 -3.01744 -0.05 0.07 0.01
H 2.13466 0.63657 -2.02139 -0.06 0.04 -0.07
H 4.41685 0.52650 -1.81551 0.04 0.04 -0.07
H 4.40285 -0.85719 -2.89194 0.03 0.10 0.00
H 5.61377 -1.48898 -0.96423 -0.04 -0.09 -0.01
H 4.09881 -2.36422 -0.92122 0.05 -0.04 0.00
H 4.22545 -1.62753 1.29493 0.07 0.01 0.09
H 5.11972 -0.17117 0.87132 0.04 -0.01 0.06
H 2.91932 0.41937 1.70802 -0.01 0.08 -0.08
H 3.11845 0.93253 0.04268 0.06 0.07 0.06
H -3.06967 -1.71263 1.83518 0.01 -0.03 0.06
H -5.29873 -1.85023 0.78840 -0.07 -0.05 0.05
H -5.72985 -0.70099 -1.35670 -0.09 -0.01 -0.04
H -3.92614 0.60605 -2.43289 -0.07 0.09 -0.08
H 0.17111 3.51763 -1.12393 -0.04 0.11 -0.07
H 1.24753 4.35498 0.94132 0.03 0.10 0.01
H 1.18120 2.98452 2.99615 0.04 0.03 0.09
H 0.13631 0.75282 2.95606 -0.03 -0.06 0.10
```
Forces are in eV/Å.

Mulliken atomic charges, in units of e: O -0.615; C 0.743; C -1.316; N 0.754; C -1.054; C -0.726; C -0.856; C -0.657; C -0.887; C -1.149; N 0.447; C -0.306; C -0.477; C -0.806; C -0.532; C -0.571; C 1.019; S -0.221; C 1.040; C -0.533; C -0.704; C -0.754; C -0.488; C -0.464; H 0.361; H 0.607; H 0.426; H 0.584; H 0.467; H 0.161; H 0.383; H 0.392; H 0.436; H 0.299; H 0.266; H 0.433; H 0.650; H 0.343; H 0.415; H 0.382; H 0.392; H 0.392; H 0.418; H 0.421; H 0.416; H 0.466

***

(3)
The following is a DFT calculation (ωB97M-V/def2-TZVPD) of C20H22N2Sr as an isolated structure at a distorted geometry.

Results
E   -24905.691 eV
Gap between HOMO and LUMO (spin up / spin down)   5.22 / 4.31 eV
LUMO (spin up / spin down)   -0.84 / -0.81 eV
ΔE to the lowest compared entry with this formula, charge and spin   0.0219 eV

```
45
Properties=species:S:1:pos:R:3:forces:R:3
C 1.88034 0.92051 -1.07069 -0.85 -1.16 2.26
C 0.25901 -1.33110 -3.21140 -0.03 -0.92 -0.59
C 2.51419 -0.18501 -0.62340 0.50 1.30 -0.28
H 1.80657 1.76960 -0.38511 0.59 -0.05 -0.19
C 0.42356 -2.37373 -2.39245 -0.54 0.56 0.43
H -0.45264 -1.46416 -4.03177 0.06 -0.06 0.27
H 3.13300 -0.08760 0.27877 -0.32 0.22 -0.33
H -0.20308 -3.26003 -2.48406 -0.07 0.21 -0.36
C 2.60768 -1.54374 -1.23956 -0.27 -1.27 0.23
H 3.36282 -2.09697 -0.64728 -0.33 0.23 -0.41
H 2.96629 -1.54479 -2.27528 0.02 0.11 0.27
C 0.79331 0.92783 -2.06448 -0.56 0.04 -2.25
H 0.67036 1.93202 -2.50567 0.16 -0.18 0.36
H -0.22556 0.69393 -1.66298 0.71 0.10 0.23
C 1.01152 -0.03228 -3.28019 -0.45 0.47 -0.17
H 2.08111 -0.19613 -3.44245 -0.19 0.12 0.05
H 0.63559 0.46461 -4.19316 0.28 -0.05 0.44
C 1.29673 -2.42463 -1.19131 1.31 0.18 0.92
H 1.63885 -3.46376 -1.02690 -0.28 0.35 -0.14
H 0.74594 -2.15286 -0.25964 0.19 -0.16 -0.62
Sr -2.26729 0.49559 0.70356 -1.35 1.42 -0.54
H -0.58413 -0.18913 1.68049 2.40 -0.16 -0.38
C -4.37158 -1.74734 1.20484 -1.18 -0.81 -2.57
C -3.20403 -2.25665 0.59242 -0.35 0.25 1.22
C -1.95375 -2.06248 1.25066 -1.10 -1.33 -1.86
C -1.96458 -1.35712 2.47208 2.19 2.60 0.94
C -3.12345 -0.88619 3.08558 -2.03 -0.58 -0.27
C -4.34188 -1.06915 2.42803 0.18 0.91 1.97
N -0.89109 -0.43552 2.60542 -0.51 -0.86 0.11
N -0.56236 0.41874 3.58648 -0.09 0.01 0.05
C -0.21350 1.69111 3.08492 0.66 0.70 1.02
C 0.55532 2.52190 3.94746 -0.38 -1.83 0.89
C 0.84987 3.80714 3.60698 0.66 2.08 -0.28
C 0.38578 4.35711 2.38794 -0.37 -0.53 -0.39
C -0.39793 3.52582 1.53030 1.44 2.70 0.35
C -0.63724 2.23675 1.87121 -1.99 -3.00 -1.23
H -5.36896 -1.84723 0.66709 1.46 -0.01 0.77
H -3.29501 -2.78235 -0.37067 0.23 0.28 0.56
H -1.05542 -2.43141 0.78187 0.14 -0.14 0.30
H -2.98532 -0.27161 3.95727 -0.24 0.10 0.23
H -5.26598 -0.65107 2.89920 0.86 -0.47 -0.64
H 0.86645 2.06767 4.90904 -0.05 0.50 -0.60
H 1.46258 4.46723 4.29017 -0.75 -0.93 -0.79
H 0.62760 5.38985 2.09349 -0.17 -0.50 0.31
H -0.80298 3.98636 0.59451 0.42 -0.44 0.73
```
Forces are in eV/Å.

Mulliken atomic charges, in units of e: C -0.481; C -0.330; C -0.153; H 0.285; C -0.339; H 0.357; H 0.354; H 0.389; C -1.074; H 0.391; H 0.353; C 0.205; H 0.369; H -0.327; C -1.009; H 0.377; H 0.388; C -0.016; H 0.380; H -0.271; Sr 1.534; H 0.109; C -0.217; C 0.062; C -0.423; C -0.878; C 0.004; C -0.600; N 0.563; N -1.382; C 1.023; C -0.229; C -0.380; C -0.501; C -0.833; C -0.460; H 0.264; H 0.407; H 0.164; H 0.467; H 0.308; H 0.361; H 0.267; H 0.342; H 0.179

***

(4)
The following is a DFT calculation (ωB97M-V/def2-TZVPD) of an isolated molecule of C20H22N4O3 at a distorted geometry.

Results
E   -33200.273 eV
Gap between HOMO and LUMO   8.19 eV
SMILES   Cc1[nH]c2ccccc2c1NC(=O)CN1CCN(C(=O)c2ccco2)CC1
LUMO   0.65 eV
ΔE to the lowest compared entry with this formula, charge and spin   2.5330 eV

```
49
Properties=species:S:1:pos:R:3:forces:R:3
C -2.63062 -1.46248 -3.27016 0.01 0.11 -0.02
C -1.44911 -2.23470 -2.80975 0.16 0.41 0.18
N -1.36731 -3.58845 -3.04206 -0.25 -0.12 -0.11
C -0.18105 -4.07560 -2.57879 0.50 0.12 0.20
C 0.34351 -5.36073 -2.59518 -0.03 -0.03 -0.01
C 1.59470 -5.54708 -2.04640 -0.04 -0.11 -0.04
C 2.31079 -4.48311 -1.49167 0.21 0.01 0.09
C 1.79618 -3.20594 -1.47065 -0.08 0.00 -0.03
C 0.53331 -2.98949 -2.02000 -0.22 -0.27 -0.13
C -0.29851 -1.83640 -2.17517 -0.56 -0.26 -0.17
N 0.09623 -0.56246 -1.74942 0.35 -0.27 -0.20
C -0.65209 0.41372 -1.19686 0.22 0.31 0.11
O -1.85714 0.38508 -1.04703 -0.17 0.05 0.09
C 0.20135 1.61521 -0.78252 -0.10 0.01 0.07
N 1.46825 1.16121 -0.22770 -0.05 0.16 -0.15
C 2.48682 2.19051 -0.15225 0.12 0.01 0.03
C 2.13834 3.31016 0.85268 -0.01 0.22 -0.20
N 1.27084 2.76832 1.88138 0.11 0.03 -0.07
C 0.16082 3.46824 2.22389 0.28 0.04 -0.14
O 0.00909 4.62596 1.85960 -0.22 0.01 0.15
C -0.88675 2.82879 3.03776 -0.85 0.91 0.45
C -1.91175 3.47513 3.68321 0.75 -0.27 -0.41
C -2.73027 2.47012 4.23773 0.14 -0.54 -0.07
C -2.15814 1.28610 3.88233 -0.65 0.28 0.42
O -1.04722 1.48821 3.16277 0.33 -0.22 -0.28
C 1.61757 1.41770 2.24482 -0.05 -0.37 0.04
C 1.32307 0.47890 1.05663 0.18 -0.15 0.18
H -2.43008 -0.99371 -4.23471 -0.04 0.00 -0.09
H -2.85726 -0.67586 -2.55361 -0.06 -0.06 -0.07
H -3.49448 -2.11551 -3.37693 -0.10 -0.03 -0.04
H -2.09115 -4.13046 -3.48234 0.07 0.08 0.06
H -0.20960 -6.18317 -3.02426 -0.04 -0.10 -0.04
H 2.03320 -6.53384 -2.04354 0.02 -0.08 -0.01
H 3.28751 -4.67374 -1.07161 0.08 0.00 0.04
H 2.35798 -2.39096 -1.03649 0.08 0.07 0.07
H 1.09699 -0.42701 -1.66893 -0.13 0.18 0.04
H -0.39871 2.23733 -0.10651 -0.02 -0.10 -0.09
H 0.41122 2.20150 -1.68251 -0.03 0.02 0.04
H 2.63120 2.61678 -1.14686 0.09 0.00 0.06
H 3.41773 1.69519 0.13965 0.02 0.07 -0.07
H 3.05090 3.71778 1.30363 -0.04 0.04 -0.08
H 1.59810 4.12900 0.37308 0.13 -0.09 0.07
H -2.04171 4.53567 3.73982 0.03 0.23 -0.06
H -3.62240 2.60728 4.81297 -0.19 -0.05 0.12
H -2.43852 0.26803 4.06950 0.05 -0.16 -0.03
H 2.68951 1.40940 2.47557 -0.09 -0.02 0.03
H 1.07774 1.09903 3.13242 0.18 0.01 -0.07
H 0.30732 0.08866 1.13052 0.02 -0.03 0.05
H 2.01886 -0.36789 1.08266 -0.10 -0.03 0.10
```
Forces are in eV/Å.

Mulliken atomic charges, in units of e: C -1.281; C 0.140; N 0.036; C -0.813; C -0.843; C -0.493; C -0.790; C -0.227; C 0.952; C 0.811; N -0.161; C 0.258; O -0.717; C -0.386; N 0.016; C -0.843; C -0.899; N 0.119; C 0.539; O -0.705; C 0.344; C -0.476; C -0.443; C -0.556; O -0.156; C -1.135; C -0.664; H 0.239; H 0.300; H 0.396; H 0.200; H 0.387; H 0.379; H 0.387; H 0.363; H 0.331; H 0.056; H 0.581; H 0.407; H 0.390; H 0.344; H 0.448; H 0.542; H 0.462; H 0.465; H 0.328; H 0.547; H 0.549; H 0.276

***

(5)
The following is a DFT calculation (ωB97M-V/def2-TZVPD) of a 2-piece molecular cluster, C20H22N4O7S overall at a distorted geometry.

Results
E   -52224.646 eV
Gap between HOMO and LUMO   8.45 eV
SMILES   O=c1c2sccc2n(C[C@H]2COc3ccccc3O2)c(=O)n1O.CNC(=O)CNC(C)=O
LUMO   -0.19 eV

```
54
Properties=species:S:1:pos:R:3:forces:R:3
O 3.69197 3.28998 -3.08057 0.07 -0.22 0.11
C 2.72003 2.63726 -2.71670 2.19 1.80 -1.00
C 1.37678 3.14077 -2.88966 -0.32 -0.40 0.24
S 0.95043 4.69333 -3.58599 -0.71 -0.99 0.48
C -0.75009 4.32676 -3.34380 0.88 -0.99 0.38
C -0.94516 3.09430 -2.76989 0.33 -0.17 0.02
C 0.30362 2.39399 -2.49359 -0.81 0.79 -0.33
N 0.50947 1.13928 -1.90173 0.49 1.12 -0.80
C -0.64144 0.32888 -1.45348 0.01 -0.07 0.51
C -1.16932 0.69444 -0.04966 0.33 0.11 0.22
C -0.04773 0.92518 0.98148 -0.51 0.24 -0.14
O -0.60041 1.21526 2.27266 0.05 -0.26 -0.48
C -1.60823 2.14768 2.24549 -0.34 0.38 -0.28
C -1.95228 2.78923 3.43818 -0.27 0.21 -0.26
C -2.95686 3.76213 3.45911 0.13 -0.30 -0.39
C -3.62669 4.09665 2.27862 0.37 -0.34 -0.07
C -3.29432 3.45216 1.08183 0.14 -0.04 0.39
C -2.29597 2.47286 1.05367 0.04 0.12 0.73
O -2.01279 1.85740 -0.14280 0.44 -0.24 -0.10
C 1.82359 0.69028 -1.70904 0.68 -2.76 1.83
O 2.00661 -0.36310 -1.10467 -0.17 0.37 -0.33
N 2.93798 1.40559 -2.13021 -0.76 1.17 -0.70
O 4.28921 0.93077 -1.95758 -2.17 -0.49 0.38
H -1.55070 5.00690 -3.61869 0.40 -0.02 -0.01
H -1.92836 2.69699 -2.53765 0.23 0.13 0.00
H -1.46137 0.42169 -2.17261 0.23 0.27 0.03
H -0.37736 -0.73310 -1.45688 0.29 0.30 0.08
H -1.78434 -0.14039 0.30425 -0.02 -0.02 -0.04
H 0.58713 0.04003 1.05449 -0.21 0.12 0.17
H 0.58288 1.76445 0.67126 -0.05 0.05 -0.05
H -1.42397 2.52521 4.34882 0.00 -0.03 -0.16
H -3.21511 4.25463 4.39213 0.07 -0.10 -0.14
H -4.40718 4.85197 2.29172 0.13 -0.13 -0.06
H -3.81460 3.70425 0.16376 0.09 -0.10 0.03
H 4.92465 1.58938 -2.30831 -1.20 0.56 -0.22
C 1.15316 -6.20462 2.63798 -0.25 0.27 -0.16
N 1.01218 -4.87774 2.03838 0.81 0.03 0.10
C -0.09309 -4.12073 2.09474 -1.39 -0.59 0.03
O -1.11039 -4.48615 2.66955 0.39 0.44 0.00
C -0.07694 -2.76762 1.36804 0.45 -0.33 -0.74
N 0.80241 -2.72635 0.18739 0.51 0.95 1.55
C 0.62001 -3.50098 -0.88454 -0.59 -1.24 -1.27
C 1.60746 -3.36874 -2.01856 0.15 0.02 0.23
O -0.29436 -4.30548 -0.97619 -0.22 0.11 0.40
H 2.11114 -6.28172 3.15412 -0.04 0.03 -0.06
H 1.09758 -6.96696 1.85883 0.01 -0.05 0.08
H 0.35032 -6.38332 3.35729 0.09 0.22 -0.21
H 1.78035 -4.52062 1.49464 -0.01 -0.08 -0.01
H -1.09842 -2.54104 1.06160 -0.05 -0.22 0.21
H 0.24789 -2.01233 2.08236 0.06 0.07 -0.06
H 1.53178 -2.02484 0.13340 -0.21 -0.10 0.00
H 1.51979 -4.23898 -2.66721 -0.08 0.09 0.12
H 2.61841 -3.30589 -1.62120 0.14 0.19 -0.18
H 1.38067 -2.46898 -2.58460 0.16 0.10 -0.07
```
Forces are in eV/Å.

Mulliken atomic charges, in units of e: O -0.771; C 0.614; C 0.516; S -0.184; C -0.477; C -0.889; C 0.458; N 0.251; C -1.579; C 0.886; C -0.583; O -0.429; C 0.620; C -0.689; C -0.452; C -0.557; C -0.787; C 0.413; O -0.184; C 0.127; O -0.662; N 0.280; O -0.389; H 0.468; H 0.370; H 0.519; H 0.063; H 0.409; H 0.114; H 0.401; H 0.411; H 0.377; H 0.380; H 0.394; H 0.390; C -0.924; N -0.160; C 0.299; O -0.675; C -0.129; N -0.080; C 0.792; C -1.131; O -0.659; H 0.316; H 0.303; H 0.321; H 0.223; H 0.181; H 0.401; H 0.250; H 0.388; H 0.307; H 0.148